1.
Formula: C25H43Cl2F5IrN3O4Si
Source: the Open Molecules 2025 dataset
Level of theory: ωB97M-V/def2-TZVPD

```
84
Properties=species:S:1:pos:R:3:forces:R:3
C -1.9751 2.0596 -3.9186 0.018 0.132 -0.035
C -2.9805 0.9445 -3.8973 -0.418 -0.773 -0.480
H -1.4204 2.0393 -4.8646 -0.010 0.109 0.235
H -1.2749 1.9744 -3.0769 -0.193 0.020 -0.258
H -2.4782 3.0361 -3.8495 0.129 -0.168 0.009
C -3.6052 0.5124 -5.0087 0.264 0.316 0.919
C -3.4919 1.1347 -6.3590 -0.025 -0.049 -0.707
H -4.2953 -0.3270 -4.9632 -0.035 0.199 0.219
H -2.4603 1.1872 -6.7350 -0.158 0.052 0.172
H -3.9114 2.1545 -6.3932 0.146 -0.330 0.042
H -4.0538 0.5099 -7.0677 0.148 0.353 0.031
Ir 1.6305 1.5109 1.4887 -0.677 -0.997 -1.206
Cl -0.4928 1.9647 0.7408 -1.539 0.259 -0.524
C -0.2455 -0.1828 2.9552 1.218 -0.230 -0.140
O 0.9709 -0.1551 2.5639 -1.858 0.380 0.663
N -0.6978 -1.2709 3.5603 0.022 0.441 0.015
C 0.1974 -2.4074 3.6689 0.041 -0.316 -0.020
C -2.0560 -1.3431 4.0993 -0.288 0.233 -0.318
H -0.9418 0.6554 2.7930 0.373 -0.252 0.136
H 1.1263 -2.1337 4.1819 -0.218 -0.012 -0.095
H 0.4512 -2.7847 2.6720 0.014 0.057 0.168
H -0.3281 -3.1805 4.2256 0.164 -0.063 -0.016
H -2.3497 -0.3693 4.5238 0.166 -0.432 -0.103
H -2.0869 -2.1152 4.8750 -0.009 0.305 -0.129
H -2.7733 -1.6010 3.3031 0.207 -0.009 0.311
H 4.3471 -0.5180 5.4565 0.010 0.007 -0.242
H 5.9787 1.4504 5.8055 -0.056 0.087 -0.253
C 4.8087 -0.5559 4.4599 -0.106 0.139 0.192
C 6.1689 1.5038 4.7256 0.272 0.055 -0.122
N 5.1320 0.7920 3.9999 0.217 0.025 0.082
H 4.1219 -1.0353 3.7573 0.164 0.194 0.140
C 4.4634 1.3651 2.9969 -1.524 -1.148 -0.656
O 3.4223 0.8292 2.5279 3.455 0.488 1.334
H 6.1750 2.5536 4.4121 0.019 -0.235 0.129
H 4.8900 2.2913 2.5724 -0.245 -0.248 0.377
H 5.7372 -1.1335 4.5458 -0.139 0.096 -0.096
H 7.1589 1.0665 4.5357 -0.182 0.068 0.032
H 5.2068 2.0286 -2.0752 -0.063 -0.297 0.025
H 2.1382 1.0372 -2.2386 0.173 -0.339 -0.007
C 5.2417 0.9284 -2.1053 0.061 0.009 0.209
C 2.8729 0.2495 -2.4631 -0.040 0.153 -0.070
N 4.0209 0.3455 -1.5656 -0.151 -0.177 0.571
H 6.1001 0.5774 -1.5222 -0.088 0.105 -0.214
C 3.8458 0.1741 -0.2490 -1.387 0.392 0.072
O 2.7119 -0.0339 0.2732 2.055 -0.395 -1.217
H 2.4192 -0.7421 -2.3787 0.143 0.268 -0.021
H 4.7742 0.2619 0.3565 -0.453 -0.015 -0.197
H 5.3293 0.6134 -3.1477 0.234 -0.012 0.226
H 3.2488 0.3830 -3.4771 -0.122 -0.029 0.024
O -2.0108 -0.0559 -1.9506 0.315 -0.755 0.161
C -3.2621 0.3501 -2.5196 0.098 0.005 0.038
C -4.1964 -1.9089 -3.1881 0.423 0.009 -0.241
C -4.3362 -0.7227 -2.4694 1.399 1.283 0.002
H -3.3164 -2.0322 -3.8297 -0.411 0.001 0.262
C -5.1670 -2.9169 -3.0920 0.519 -1.652 -1.218
H -3.5863 1.2029 -1.9053 -0.203 -0.179 0.016
C -5.4881 -0.5119 -1.7013 -0.430 1.524 1.001
H -5.0083 -3.8398 -3.6553 -0.178 0.325 0.268
C -6.3170 -2.7098 -2.3271 -1.017 -0.837 0.295
C -6.4792 -1.5005 -1.6376 -0.244 -0.049 -0.029
H -5.5933 0.4447 -1.1763 -0.117 -0.529 -0.187
H -7.0660 -3.5030 -2.2722 0.155 0.426 0.075
H -7.3935 -1.3220 -1.0647 0.306 -0.079 -0.133
Si -1.4952 -1.3920 -1.0576 -0.187 0.543 -0.878
Cl 2.2496 2.8186 -0.3228 0.719 1.009 0.353
C -1.4016 -2.9179 -2.1493 -0.257 -0.281 0.015
C -2.6076 -1.6431 0.4168 -0.258 -0.237 0.257
C 0.2650 -1.0655 -0.5925 -0.390 0.256 0.217
H -2.3756 -3.3705 -2.3723 0.187 -0.046 0.063
H -0.7954 -3.6774 -1.6315 -0.109 0.141 -0.189
H -0.9132 -2.6711 -3.1049 -0.066 -0.055 0.276
H 0.8102 -0.7127 -1.4736 -0.271 -0.126 0.358
H 0.7838 -1.9334 -0.1689 -0.121 0.051 -0.156
H 0.2873 -0.2652 0.1536 0.079 -0.368 -0.408
H -3.6043 -2.0070 0.1264 0.225 0.107 0.026
H -2.7443 -0.6992 0.9650 0.112 -0.185 -0.126
H -2.1676 -2.3949 1.0917 -0.083 0.186 -0.088
F 0.0528 2.8124 3.5837 0.373 -0.058 0.259
C 1.3751 2.6035 3.2777 0.748 0.932 -0.239
F 1.9341 1.9430 4.3677 -0.391 0.470 -0.083
C 2.0405 4.0090 3.2336 -0.561 0.133 0.318
F 3.3898 3.9248 3.0486 -0.858 0.146 0.091
F 1.5243 4.7870 2.2549 0.494 -0.687 0.896
F 1.8413 4.6326 4.4222 0.273 0.155 -0.478
```
Forces are in eV/Å.

Values from the calculation:
* total energy: -3257.00274 Ha
* <S²>: 6.017
* charge: 0
* Kohn-Sham gap (alpha / beta): 0.1581 / 0.1766 Ha
* multiplicity: 5

***

2.
Formula: C25H43ClO8
Source: the Open Molecules 2025 dataset
Level of theory: ωB97M-V/def2-TZVPD

```
77
Properties=species:S:1:pos:R:3:forces:R:3
C -4.4115 -0.1849 -0.3290 -0.043 -0.608 0.093
C -4.0033 -1.3417 0.6353 0.276 1.066 -1.089
O -4.5948 -2.5504 0.2144 -0.218 -0.414 0.485
C -2.4762 -1.4242 0.6694 -0.274 -0.596 0.168
C -1.8196 -2.1292 1.9104 -0.063 0.834 -0.042
Cl -2.9676 -3.0926 2.8471 -0.081 -0.049 0.213
C -1.2122 -0.9665 2.7160 -0.630 0.077 0.398
O -0.0829 -0.6104 1.9215 0.276 0.440 -0.058
C 0.1860 -1.6242 1.0527 -0.245 -0.342 1.321
O 0.7659 -1.4632 0.0424 0.868 0.245 -1.148
C -0.4944 -2.8731 1.6083 -0.382 -0.765 -0.781
C 0.1365 -3.4186 2.9157 0.430 0.311 0.310
C 1.4644 -2.8442 3.4318 0.179 0.620 0.079
C 2.6579 -3.2041 2.5936 0.346 -0.116 0.325
O 3.2341 -4.2362 2.7650 0.170 -0.748 -0.199
O 3.0812 -2.3140 1.6532 -0.999 0.219 -0.021
C -0.5538 -3.9990 0.5847 -0.024 -0.131 -0.368
C -1.7048 -4.3317 -0.1251 0.100 -0.365 -0.145
C -1.7080 -5.3557 -1.0721 0.341 -0.031 0.096
C -0.5579 -6.0930 -1.3287 -0.153 0.533 0.473
C 0.5896 -5.7902 -0.6032 -0.189 0.060 -0.043
C 0.5906 -4.7630 0.3332 -0.090 -0.079 -0.295
H -5.1251 -0.5771 -1.0478 -0.174 -0.014 -0.041
H -3.5700 0.1933 -0.8984 0.175 0.167 -0.037
H -4.9013 0.6262 0.1970 0.062 0.216 0.091
H -4.3900 -1.0774 1.6093 -0.197 -0.432 0.339
H -4.2844 -2.7537 -0.6729 -0.019 0.128 -0.134
H -2.1214 -0.4044 0.6130 0.284 0.212 0.181
H -2.1521 -1.8855 -0.2584 0.090 -0.043 -0.176
H -1.8635 -0.0993 2.7760 -0.163 0.064 -0.157
H -0.9563 -1.2164 3.7423 0.357 -0.216 -0.003
H 0.2878 -4.4850 2.8284 -0.095 -0.252 -0.191
H -0.5721 -3.2996 3.7251 -0.177 -0.010 0.105
H 1.4409 -1.7705 3.6085 -0.161 0.142 -0.186
H 1.6507 -3.3162 4.3882 0.000 -0.114 0.216
H 3.1117 -2.8023 0.8191 0.540 0.139 -0.113
H -2.6398 -3.8380 0.0591 -0.102 0.077 0.189
H -2.6191 -5.5796 -1.6066 -0.108 -0.013 -0.011
H -0.5646 -6.8876 -2.0534 0.029 -0.150 -0.146
H 1.4872 -6.3678 -0.7643 0.137 -0.002 0.020
H 1.5153 -4.5966 0.8665 0.004 0.086 0.129
C 3.2739 1.4498 0.8371 0.117 -0.102 -0.053
C 2.4770 2.5633 0.1796 -0.215 -0.255 0.286
C 1.4665 3.1670 1.1439 -0.059 0.173 -0.089
O 1.8094 2.0655 -0.9785 0.050 0.136 -0.086
H 2.6060 0.6416 1.1476 -0.024 0.037 0.059
H 3.9899 1.0219 0.1346 0.024 0.052 -0.002
H 3.8161 1.8079 1.7140 -0.010 0.003 0.005
H 3.1529 3.3434 -0.1749 -0.022 -0.004 -0.118
H 0.7534 2.4065 1.4748 0.079 -0.064 0.043
H 0.8956 3.9595 0.6581 0.023 0.012 0.007
H 1.9605 3.5815 2.0256 -0.002 -0.027 0.018
H 1.2120 1.3669 -0.6842 0.022 -0.072 -0.027
C 0.8636 -0.9527 -5.2941 -0.076 -0.113 -0.067
C -0.1866 -0.4353 -4.3227 0.387 0.076 0.131
C 0.2375 0.8784 -3.6875 -0.099 0.023 0.047
O -0.4413 -1.4056 -3.3072 -0.228 -0.069 -0.061
H 1.8061 -1.1361 -4.7713 0.015 0.081 0.016
H 0.5440 -1.8969 -5.7364 -0.028 0.021 -0.010
H 1.0492 -0.2368 -6.0961 0.015 0.009 0.011
H -1.1326 -0.3002 -4.8494 -0.067 -0.082 0.051
H 1.1597 0.7486 -3.1163 0.052 0.016 -0.069
H -0.5269 1.2319 -2.9941 -0.023 0.013 -0.033
H 0.4075 1.6512 -4.4384 0.016 0.004 0.002
H 0.3785 -1.5438 -2.8187 -0.027 0.005 0.090
C 1.2297 6.8797 -0.8642 -0.087 -0.109 -0.057
C 0.1811 7.4163 0.0994 0.403 0.040 0.065
C 0.6128 8.7375 0.7178 -0.126 0.033 0.065
O -0.0878 6.4551 1.1193 -0.194 0.017 -0.051
H 2.1698 6.6926 -0.3373 0.018 0.075 0.013
H 0.9038 5.9337 -1.2981 -0.023 0.019 -0.012
H 1.4239 7.5854 -1.6730 0.017 0.006 0.010
H -0.7621 7.5544 -0.4302 -0.066 -0.064 0.048
H 1.5349 8.6059 1.2906 0.048 -0.012 -0.063
H -0.1501 9.1060 1.4039 -0.021 -0.002 -0.030
H 0.7889 9.4950 -0.0473 0.019 -0.006 0.000
H 0.7300 6.3087 1.6066 0.013 -0.015 0.014
```
Forces are in eV/Å.

Values from the calculation:
* total energy: -2040.50346 Ha
* charge: 0
* Kohn-Sham gap: 0.3680 Ha
* SMILES string: C[C@@H](O)C[C@]1(Cl)COC(=O)[C@]1(CCC(=O)O)c1ccccc1.CC(C)O.CC(C)O.CC(C)O
* multiplicity: 1

***

3.
Formula: C25H43F13O3PS
Source: the Open Molecules 2025 dataset
Level of theory: ωB97M-V/def2-TZVPD

```
86
Properties=species:S:1:pos:R:3:forces:R:3
O -3.5501 -0.7721 0.3344 0.330 -0.398 -0.312
C -2.6205 -0.8978 -0.7743 0.503 -0.975 0.440
C -1.8443 -2.3013 -0.6049 -0.561 0.496 0.446
O -1.0409 -2.6402 -1.7543 0.475 0.764 1.833
C 0.3011 -2.1106 -1.6323 0.959 1.257 -1.269
O 1.3346 -3.0903 -1.7231 -1.964 0.607 0.806
C 1.2431 -4.0919 -0.6805 1.005 -1.573 1.285
C 2.4406 -4.0137 0.4029 -1.695 0.381 0.707
C 2.5968 -2.4859 0.9443 -0.641 -1.183 -1.367
C 3.9200 -2.3311 1.7950 0.440 -0.210 -0.673
C 3.8602 -1.7324 3.2502 1.868 -0.644 -0.542
F 4.7115 -0.5673 3.2672 -1.461 -1.848 0.585
F 4.4238 -2.7279 4.1162 -1.214 2.556 -1.027
C 2.4544 -1.2689 3.8206 -0.001 -0.117 -0.861
F 1.9061 -0.2984 2.9239 0.689 -2.370 1.573
F 1.6674 -2.4430 3.8895 1.039 2.826 0.165
C 2.5053 -0.4733 5.2248 2.618 1.065 0.110
F 2.5846 0.9167 4.9133 -0.937 -2.818 1.005
F 3.7314 -0.6940 5.9226 -2.617 -0.117 -1.560
C 1.3906 -0.8390 6.2812 1.642 -0.782 3.260
F 1.5387 -2.1961 6.6887 -0.222 2.837 -1.516
F 1.7631 -0.1198 7.4652 -0.889 -1.036 -2.495
C -0.1323 -0.5647 6.0302 -2.501 -0.683 2.205
F -0.8479 -1.7670 6.3052 1.533 2.431 -1.008
F -0.5993 0.3372 7.0324 1.175 -1.499 -2.341
C -0.6919 -0.0233 4.6624 -3.508 1.168 -2.238
F -0.1730 1.2023 4.2226 -0.362 -3.294 1.064
F -2.0683 0.2734 4.9075 2.798 -0.693 -0.149
F -0.7725 -0.9767 3.6242 1.121 2.334 2.581
P 1.7984 -5.0957 1.8336 1.391 0.739 -2.242
S 3.2012 -5.7742 3.0104 0.219 -0.165 0.746
H -3.7952 -1.6572 0.6764 0.326 0.689 -0.508
H -3.1862 -0.8258 -1.7570 0.846 -0.142 1.071
H -1.8552 -0.0554 -0.6652 -1.138 -1.026 -0.324
H -2.5950 -3.1448 -0.4061 0.866 1.096 -0.576
H -1.2323 -2.2046 0.3622 -0.615 -0.212 -1.417
H 0.4265 -1.4150 -0.7207 -0.400 -1.369 -0.868
H 0.4444 -1.4213 -2.5446 -0.021 -1.136 1.188
H 0.2367 -4.1262 -0.1355 0.679 0.537 -1.130
H 1.3531 -5.1127 -1.1957 -0.302 1.465 0.616
H 2.7013 -1.8401 -0.0017 -0.252 -0.852 1.450
H 1.6067 -2.2206 1.4308 1.244 0.296 -0.109
H 4.4199 -3.3670 1.8314 -0.960 1.514 0.358
H 4.6533 -1.6919 1.1822 -1.119 -0.659 1.195
H 0.7629 -4.4476 2.5953 -0.139 -0.315 -0.320
H 1.1607 -6.2477 1.2212 -0.125 0.945 0.208
C 3.5417 1.0363 -8.0681 -0.070 -0.053 -0.139
C 2.3316 1.7646 -7.4982 0.078 0.111 0.060
C 2.3809 1.9259 -5.9780 -0.055 0.026 0.033
C 2.3852 0.6179 -5.1810 0.052 -0.038 -0.061
C 1.1961 -0.3080 -5.4412 0.064 -0.006 0.165
C -0.1429 0.3070 -5.0580 -0.118 -0.099 -0.118
H 3.6117 0.0135 -7.6919 0.038 0.051 -0.004
H 3.4711 0.9835 -9.1575 0.074 -0.031 0.042
H 4.4670 1.5616 -7.8162 -0.023 -0.063 0.022
H 1.4160 1.2456 -7.7984 0.010 0.020 0.049
H 2.2819 2.7615 -7.9504 -0.059 -0.058 0.031
H 1.5344 2.5431 -5.6627 0.005 -0.015 0.016
H 3.2810 2.4936 -5.7119 -0.051 -0.025 -0.038
H 2.4146 0.8657 -4.1138 -0.008 -0.041 -0.047
H 3.3088 0.0689 -5.3863 -0.001 0.026 0.019
H 1.3372 -1.2235 -4.8572 0.034 0.034 -0.084
H 1.1721 -0.6154 -6.4913 0.036 0.013 0.015
H -0.1556 0.5855 -4.0006 -0.013 0.033 -0.051
H -0.9487 -0.4126 -5.2262 0.004 0.093 0.067
H -0.3645 1.1971 -5.6522 -0.007 -0.005 0.060
C -2.5566 3.2051 3.3446 -0.059 0.111 0.060
C -3.9959 3.0686 2.8659 0.005 -0.065 -0.056
C -4.1162 2.4388 1.4767 0.014 -0.074 0.058
C -3.4634 3.2311 0.3405 0.048 0.017 0.079
C -3.9704 4.6641 0.1691 0.057 -0.093 -0.132
C -5.4501 4.7432 -0.1817 -0.041 0.179 0.049
H -1.9768 3.8684 2.6985 0.007 -0.034 0.018
H -2.5337 3.6239 4.3540 0.091 -0.038 -0.029
H -2.0633 2.2331 3.3732 -0.078 0.161 -0.092
H -4.4840 4.0486 2.8860 -0.025 -0.016 -0.011
H -4.5405 2.4397 3.5787 -0.009 0.054 -0.063
H -5.1755 2.2832 1.2521 0.012 -0.018 -0.035
H -3.6657 1.4396 1.5013 -0.090 0.098 -0.023
H -3.6234 2.6841 -0.5959 0.002 0.027 0.031
H -2.3800 3.2580 0.4904 -0.008 -0.021 0.007
H -3.3972 5.1394 -0.6343 0.008 0.001 0.078
H -3.7752 5.2501 1.0725 0.019 -0.044 -0.005
H -5.6616 4.1965 -1.1047 -0.018 -0.015 0.066
H -5.7467 5.7850 -0.3322 -0.058 -0.084 -0.013
H -6.0766 4.3328 0.6137 0.014 -0.008 -0.065
```
Forces are in eV/Å.

Values from the calculation:
* total energy: -3241.74710 Ha
* charge: -1
* Kohn-Sham gap: 0.2023 Ha
* multiplicity: 1